Model P:
Density functional theory data (ωB97M-V/def2-TZVPD) for a single C7H12 molecule.

```
19
C7H12 ωB97M-V/def2-TZVPD
C 0.326 2.400 0.266
C 0.069 1.405 -0.683
C 0.295 -0.084 -0.318
C 0.203 -0.845 -1.447
C 0.177 -2.295 -1.559
C 0.071 -0.558 1.177
C -0.849 0.335 2.091
H -0.162 3.284 0.559
H 0.893 1.767 0.923
H -0.621 1.536 -1.564
H -0.326 -0.284 -2.293
H -0.442 -2.702 -2.377
H 1.402 -2.428 -1.656
H -0.109 -2.885 -0.673
H 1.178 -0.568 1.526
H -0.183 -1.626 1.333
H -1.986 0.513 1.817
H -0.946 -0.015 3.023
H -0.442 1.256 2.218
```

LUMO   1.0 eV
M   96.17 g mol⁻¹
E_HOMO   -8.18 eV
Structure (SMILES)   C=C/C(=C/C)CC

These are the Löwdin partial charges, in e, on atoms 1 to 6: 0.010, -0.133, -0.223, -0.197, -0.122, -0.164

=====

Model Q:
Density functional theory data (ωB97M-V/def2-TZVPD) for a single C7H12 molecule.

```
19
C7H12 ωB97M-V/def2-TZVPD
C 2.156 -2.303 -0.250
C 1.271 -1.766 0.571
C 0.985 -0.271 0.673
C -0.166 0.134 -0.216
C -1.052 -0.688 -0.759
C -0.413 1.641 -0.239
C -1.805 2.071 0.230
H 2.127 -3.367 -0.464
H 2.957 -1.756 -0.731
H 0.536 -2.400 1.055
H 1.919 0.212 0.378
H 0.754 -0.053 1.718
H -1.034 -1.737 -0.493
H -1.796 -0.362 -1.473
H -0.264 1.991 -1.260
H 0.395 2.148 0.292
H -1.781 2.968 0.841
H -2.307 1.238 0.722
H -2.483 2.299 -0.597
```

LUMO   1.1 eV
M   96.17 g mol⁻¹
E_HOMO   -9.22 eV
Structure (SMILES)   C=CCC(=C)CC

These are the Löwdin partial charges, in e, on atoms 1 to 6: -0.001, -0.203, -0.173, -0.321, 0.047, -0.224

=====

Model R:
Density functional theory data (ωB97M-V/def2-TZVPD) for a single C7H12 molecule.

```
19
C7H12 ωB97M-V/def2-TZVPD
C 1.110 1.083 1.799
C 0.426 1.022 0.656
C 0.290 2.251 -0.214
C 0.093 -0.257 0.018
C 0.651 -1.528 0.666
C -0.638 -0.443 -1.107
C -1.650 -1.536 -1.346
H 1.236 0.188 2.383
H 1.541 2.022 2.112
H -0.087 2.024 -1.206
H -0.308 3.054 0.221
H 1.270 2.696 -0.409
H 0.221 -1.699 1.660
H 0.370 -2.408 0.094
H 1.737 -1.486 0.682
H -0.513 0.286 -1.904
H -1.673 -2.166 -0.458
H -2.555 -0.939 -1.422
H -1.522 -2.164 -2.225
```

LUMO   0.8 eV
M   96.17 g mol⁻¹
E_HOMO   -7.92 eV
Structure (SMILES)   C=C(C)/C(C)=C/C

These are the Löwdin partial charges, in e, on atoms 1 to 6: 0.051, -0.326, -0.062, -0.262, -0.070, -0.118

=====

Preferred: model Q; penalty for the next structure: 26.1 kJ/mol.

=====

Model P:
Density functional theory data (ωB97M-V/def2-TZVPD) for a molecular structure, C7H12.

```
19
C7H12 ωB97M-V/def2-TZVPD
C 1.616 -0.436 0.120
C 0.706 0.276 1.060
C -0.090 1.385 0.331
C -1.233 0.393 0.224
C -2.242 0.251 -0.623
C 0.741 -1.011 -1.572
C -0.607 -0.513 1.269
H 2.493 0.198 -0.141
H 1.751 -1.180 -1.322
H 2.070 -1.329 0.605
H 1.235 0.581 1.971
H -0.314 2.226 0.993
H 0.338 1.764 -0.606
H -2.438 0.991 -1.395
H -2.881 -0.628 -0.596
H 0.408 -0.194 -2.206
H -0.035 -1.761 -1.451
H -0.576 -1.589 1.054
H -1.018 -0.357 2.270
```

LUMO   1.1 eV
M   96.17 g mol⁻¹
E_HOMO   -8.71 eV

These are the Löwdin partial charges, in e, on atoms 1 to 6: -0.104, -0.364, -0.106, -0.333, 0.038, 0.034

=====

Model Q:
Density functional theory data (ωB97M-V/def2-TZVPD) for a single C7H12 molecule.

```
19
C7H12 ωB97M-V/def2-TZVPD
C -1.014 -0.771 2.237
C -1.089 -0.089 0.875
C 0.252 0.420 0.344
C 1.372 -0.491 -0.293
C 1.290 0.333 -1.578
C -0.099 0.223 -2.116
C 0.180 1.173 -0.984
H -1.988 -1.170 2.546
H -0.687 -0.067 3.013
H -0.301 -1.601 2.207
H -1.563 -0.760 0.148
H -1.759 0.780 0.945
H 0.714 1.036 1.131
H 1.197 -1.572 -0.413
H 2.316 -0.343 0.230
H 2.130 0.685 -2.171
H -0.278 0.673 -3.089
H -0.660 -0.693 -1.932
H -0.012 2.235 -1.100
```

LUMO   1.2 eV
M   96.17 g mol⁻¹
E_HOMO   -9.61 eV
Structure (SMILES)   CC[C@H]1C[C@H]2C[C@@H]12

These are the Löwdin partial charges, in e, on atoms 1 to 6: -0.113, -0.237, -0.277, -0.098, -0.224, -0.091

=====

Model R:
Density functional theory data (ωB97M-V/def2-TZVPD) for a molecular structure, C7H12.

```
19
C7H12 ωB97M-V/def2-TZVPD
C -2.516 0.337 -0.102
C -0.936 0.630 1.110
C 0.371 -0.344 0.925
C 0.392 -1.288 -0.344
C 1.690 -0.681 -0.851
C 1.493 0.864 -0.979
C 1.842 0.181 0.373
H -3.442 0.905 0.152
H -2.768 -0.691 0.154
H -2.558 0.360 -1.233
H -0.545 1.658 1.062
H -1.462 0.629 2.102
H 0.559 -0.902 1.858
H -0.354 -1.215 -1.138
H 0.459 -2.349 -0.065
H 2.375 -1.347 -1.396
H 2.289 1.562 -1.310
H 0.367 1.376 -1.267
H 2.841 0.306 0.907
```

LUMO   1.2 eV
M   96.17 g mol⁻¹
E_HOMO   -9.63 eV

These are the Löwdin partial charges, in e, on atoms 1 to 6: -0.044, -0.049, -0.219, -0.159, -0.264, -0.095

=====

Preferred: model Q; penalty for the next structure: 263.3 kJ/mol.

=====

Model P:
Density functional theory data (ωB97M-V/def2-TZVPD) for a single C7H12 molecule.

```
19
C7H12 ωB97M-V/def2-TZVPD
C -2.596 0.109 0.095
C -1.170 -0.417 0.022
C -0.226 0.219 -1.031
C 0.893 0.095 -0.005
C 2.090 -0.784 -0.192
C 2.252 0.707 -0.014
C -0.137 -0.039 1.116
H -3.110 0.001 -0.870
H -2.597 1.176 0.350
H -3.189 -0.421 0.849
H -1.166 -1.506 -0.091
H -0.099 -0.287 -1.996
H -0.492 1.269 -1.209
H 2.263 -1.201 -1.182
H 2.394 -1.432 0.627
H 2.532 1.300 -0.881
H 2.665 1.061 0.927
H -0.378 0.925 1.581
H 0.069 -0.773 1.903
```

LUMO   1.2 eV
M   96.17 g mol⁻¹
E_HOMO   -9.78 eV
Structure (SMILES)   CC1CC2(CC2)C1

These are the Löwdin partial charges, in e, on atoms 1 to 6: -0.079, -0.347, -0.088, -0.449, -0.090, -0.085

=====

Model Q:
Density functional theory data (ωB97M-V/def2-TZVPD) for a single C7H12 molecule.

```
19
C7H12 ωB97M-V/def2-TZVPD
C 1.075 -1.713 1.031
C 1.251 -0.773 0.088
C 2.181 0.395 0.210
C 0.390 -0.755 -1.188
C -0.983 -0.312 -0.761
C -1.373 0.422 0.286
C -2.436 1.503 0.174
H 1.201 -1.393 2.060
H 0.896 -2.733 0.722
H 2.682 0.472 1.174
H 1.593 1.296 0.000
H 2.998 0.348 -0.512
H 0.803 -0.062 -1.917
H 0.398 -1.772 -1.592
H -1.773 -0.465 -1.500
H -1.010 0.281 1.296
H -2.774 1.521 -0.858
H -3.260 1.345 0.871
H -1.860 2.396 0.417
```

LUMO   1.1 eV
M   96.17 g mol⁻¹
E_HOMO   -8.40 eV
Structure (SMILES)   C=C(C)C/C=C/C

These are the Löwdin partial charges, in e, on atoms 1 to 6: 0.029, -0.389, -0.071, -0.164, -0.127, -0.173

=====

Preferred: model P; penalty for the next structure: 119.5 kJ/mol.

=====

Model P:
Density functional theory data (ωB97M-V/def2-TZVPD) for 2 unconnected molecules or ions with the total composition C7H12.

```
19
C7H12 ωB97M-V/def2-TZVPD
C -2.067 -0.541 0.690
C -1.976 -0.842 -0.797
C -0.663 -0.854 -1.529
C -1.201 -2.014 -1.325
H -2.181 0.535 0.876
H -2.930 -1.043 1.146
H -1.166 -0.881 1.214
H -2.868 -0.524 -1.350
H 0.151 -0.251 -1.903
H -1.161 -3.088 -1.419
C 1.988 2.096 -0.635
C 1.321 1.309 0.206
C 1.896 0.126 0.930
H 3.042 1.933 -0.856
H 1.513 2.937 -1.133
H 0.267 1.513 0.396
H 1.773 0.227 2.015
H 1.377 -0.796 0.636
H 2.962 0.002 0.716
```

LUMO   1.2 eV
M   96.17 g mol⁻¹
E_HOMO   -9.44 eV
Structure (SMILES)   CC1C=C1.C=CC

These are the Löwdin partial charges, in e, on atoms 1 to 6: -0.098, -0.335, -0.035, -0.021, 0.065, 0.068

=====

Model Q:
Density functional theory data (ωB97M-V/def2-TZVPD) for a single C7H12 molecule.

```
19
C7H12 ωB97M-V/def2-TZVPD
C 0.473 -1.814 -2.539
C -0.057 -1.216 -1.461
C 0.234 0.225 -1.114
C 0.103 0.708 0.121
C 0.584 2.050 0.653
C -0.905 0.098 1.086
C -0.413 -0.230 2.530
H 0.986 -2.762 -2.528
H 0.551 -1.172 -3.444
H -0.094 -1.800 -0.539
H 0.411 0.763 -2.038
H -0.172 2.414 1.338
H 0.574 2.768 -0.181
H 1.535 2.059 1.182
H -1.545 -0.708 0.751
H -1.569 0.967 1.247
H -0.911 0.559 3.117
H 0.655 -0.205 2.720
H -0.781 -1.221 2.825
```

LUMO   0.8 eV
M   96.17 g mol⁻¹
E_HOMO   -8.17 eV
Structure (SMILES)   C=C/C=C(/C)CC

These are the Löwdin partial charges, in e, on atoms 1 to 6: -0.011, -0.176, -0.081, -0.297, -0.052, -0.225

=====

Model R:
Density functional theory data (ωB97M-V/def2-TZVPD) for 2 unconnected molecules or ions with the total composition C7H12.

```
19
C7H12 ωB97M-V/def2-TZVPD
C 0.930 -0.756 -1.382
C -0.111 0.340 -1.412
C -1.023 0.382 -0.212
C -0.393 0.603 1.076
C 0.933 1.093 1.402
C 1.633 0.421 2.296
C -2.318 -0.402 -0.334
H 0.534 -1.731 -1.641
H 1.733 -0.446 -2.178
H 1.307 -0.667 -0.165
H -0.778 0.403 -2.276
H 0.441 1.296 -1.315
H -0.906 0.157 1.971
H 2.090 1.085 -0.191
H 2.556 0.539 2.857
H 1.214 -0.531 2.761
H -3.042 -0.423 0.471
H -2.716 0.066 -1.225
H -2.084 -1.428 -0.504
```

LUMO   -0.9 eV
M   96.17 g mol⁻¹
E_HOMO   -8.03 eV

These are the Löwdin partial charges, in e, on atoms 1 to 6: -0.132, -0.317, -0.259, -0.132, -0.170, -0.086

=====

Model S:
Density functional theory data (ωB97M-V/def2-TZVPD) for a molecular structure, C7H12.

```
19
C7H12 ωB97M-V/def2-TZVPD
C 2.093 1.231 0.775
C 1.516 -0.138 0.535
C -0.406 0.183 0.192
C -0.760 1.432 -0.310
C -1.034 -0.830 1.108
C -0.543 -1.131 -0.322
C -1.350 -1.421 -1.524
H 3.122 1.306 0.396
H 1.620 1.928 0.086
H 2.008 1.647 1.771
H 1.386 -0.822 1.355
H 1.739 -0.587 -0.419
H -0.709 1.534 -1.390
H -1.482 2.022 0.240
H -2.067 -0.591 1.361
H -0.422 -1.359 1.823
H -0.891 -0.979 -2.416
H -2.353 -0.948 -1.504
H -1.468 -2.478 -1.756
```

LUMO   -1.2 eV
M   96.17 g mol⁻¹
E_HOMO   -6.46 eV

These are the Löwdin partial charges, in e, on atoms 1 to 6: -0.115, 0.009, -0.448, -0.013, -0.027, -0.204

=====

Preferred: model Q; penalty for the next structure: 83.8 kJ/mol.